Record 1
ORCA calculation (ωB97M-V/def2-TZVPD) on 9 unconnected molecules or ions with the total composition C36H59N9 in a non-equilibrium geometry.

Element x y z (Å)
C: 5.145650 1.392616 0.624752
C: 5.750174 2.039407 1.754906
C: 5.450863 1.233177 2.796698
N: 4.759027 0.116776 2.424925
C: 4.528524 0.164472 1.064982
H: 5.270313 1.813094 -0.362184
H: 6.410146 2.891895 1.819022
H: 5.687339 1.341195 3.844948
H: 4.604442 -0.625575 3.092088
H: 4.052359 -0.693503 0.613838
C: -0.755724 -1.781785 5.546587
C: -1.770634 -1.075361 6.150939
C: -2.383446 -0.394934 5.074293
N: -1.613374 -0.562983 3.893730
C: -0.611598 -1.442617 4.240821
H: -0.103254 -2.411539 6.133179
H: -2.000120 -1.119694 7.205347
H: -3.167235 0.319279 4.869392
H: -1.842453 -0.113217 3.018890
H: 0.068114 -1.835678 3.499276
C: 2.321746 3.801379 -3.467574
C: 0.853404 4.098531 -3.695851
C: 0.733561 4.537995 -5.138505
C: 1.322024 5.851452 -5.332031
N: 1.818409 6.867981 -5.492313
H: 2.743226 3.427455 -4.400663
H: 2.385105 3.014630 -2.715832
H: 2.881562 4.672894 -3.128197
H: 0.395902 4.814265 -3.012829
H: 0.225346 3.235831 -3.473616
H: -0.324748 4.673307 -5.361597
H: 1.104778 3.821967 -5.871719
C: -0.580251 -3.961723 -8.067571
C: -1.985082 -3.608021 -7.521872
C: -2.249755 -3.726402 -5.975435
C: -1.409306 -2.671430 -5.323539
N: -0.827891 -1.891339 -4.688715
H: 0.120436 -3.135123 -7.949864
H: -0.539749 -4.291779 -9.105608
H: -0.166766 -4.760808 -7.452266
H: -2.688012 -4.317551 -7.958394
H: -2.323372 -2.651808 -7.921016
H: -1.980440 -4.697022 -5.558961
H: -3.296078 -3.483937 -5.789662
C: -4.351307 0.490168 -2.274189
C: -4.851388 -0.479776 -1.187763
C: -4.489810 -1.898192 -1.629752
C: -5.214266 -2.864329 -0.833146
N: -5.778905 -3.669975 -0.223969
H: -4.332750 1.543698 -1.995202
H: -4.960043 0.522403 -3.177799
H: -3.290585 0.271091 -2.396499
H: -5.934599 -0.397102 -1.276660
H: -4.536937 -0.298017 -0.160049
H: -3.418767 -2.074129 -1.729910
H: -4.918636 -2.015288 -2.624983
C: 2.272262 3.568829 1.598596
C: 2.936329 4.895543 1.961424
C: 3.263080 5.787085 0.717506
C: 4.136591 5.156565 -0.298459
N: 4.861226 4.649028 -1.007951
H: 2.389507 2.819033 2.381008
H: 2.839444 3.061574 0.818151
H: 1.275760 3.803661 1.224540
H: 3.849739 4.526577 2.427946
H: 2.416971 5.432112 2.755432
H: 3.851873 6.551548 1.224463
H: 2.446028 6.320723 0.231950
C: -1.343093 -5.653938 0.104889
C: -2.718017 -5.196638 0.679989
C: -3.712422 -6.240879 1.350655
C: -3.187717 -6.941632 2.565809
N: -2.833016 -7.464254 3.514504
H: -0.701083 -5.911652 0.947215
H: -0.835701 -4.894376 -0.489846
H: -1.519525 -6.539389 -0.505807
H: -3.357776 -4.810176 -0.113397
H: -2.605025 -4.252500 1.212834
H: -3.941091 -6.952303 0.557116
H: -4.547540 -5.585268 1.597335
C: 0.785586 0.953266 -0.314522
C: 0.867414 -0.323967 -1.227667
C: -0.522295 -1.011133 -1.431901
C: -1.281828 -1.426904 -0.222490
N: -1.855654 -1.767972 0.697526
H: 0.435350 0.736858 0.694741
H: 0.143050 1.760622 -0.665846
H: 1.770917 1.412242 -0.395527
H: 1.513432 -1.060852 -0.750432
H: 1.321860 -0.092598 -2.191027
H: -0.304165 -1.893067 -2.034141
H: -1.213355 -0.392818 -2.004809
C: 0.957584 1.846663 4.515100
C: 1.641199 1.032498 5.662612
C: 0.850454 1.181408 6.972216
C: 1.084091 2.529328 7.537954
N: 1.213026 3.564624 7.996171
H: 1.190338 2.909546 4.579915
H: -0.121774 1.714237 4.589638
H: 1.117082 1.412881 3.527936
H: 2.676042 1.344026 5.804552
H: 1.672664 0.042916 5.206717
H: 1.104608 0.416143 7.705613
H: -0.217596 0.976462 6.898891

Forces on the atoms, in the same order (eV/Å):
C -0.361 -1.441 0.371
C -0.706 -0.989 -0.729
C 0.236 -0.516 2.002
N 0.200 0.816 -0.249
C 1.420 2.018 0.025
H -0.417 -0.421 -0.191
H -0.357 0.100 -0.292
H 0.152 0.068 -0.029
H -0.294 0.031 -0.515
H 0.025 0.396 -0.403
C 2.058 -0.788 0.728
C -2.172 1.339 -1.796
C 0.964 0.888 -0.979
N -0.548 -0.944 3.069
C -0.007 -0.035 -1.635
H 0.173 -0.206 -0.383
H -0.423 0.142 -0.251
H -0.350 -0.094 1.029
H 0.245 -0.499 0.097
H -0.005 0.090 0.069
C -0.165 -0.347 0.908
C 0.054 -0.375 0.049
C -1.845 0.496 -0.096
C 0.320 -0.458 -0.249
N 0.198 0.659 -0.021
H 0.232 -0.033 0.167
H 0.476 0.070 0.100
H 0.060 -0.120 -0.112
H 0.468 0.545 -0.094
H 0.142 -0.437 -0.575
H -0.197 -0.040 -0.265
H 0.252 0.009 0.216
C 0.062 0.188 1.201
C -0.513 -1.120 -0.564
C 1.472 1.712 -1.168
C -0.030 0.181 1.484
N -0.651 -0.944 -1.110
H -0.069 0.137 -0.057
H -0.404 0.136 0.068
H 0.056 -0.233 -0.095
H -0.061 -0.152 -0.111
H 0.107 0.213 0.390
H -0.058 0.035 -0.135
H 0.072 -0.146 0.145
C 0.867 0.721 1.124
C -0.637 0.463 -1.232
C -0.776 0.443 -0.531
C -0.055 -1.568 1.020
N 0.433 0.864 -0.548
H -0.243 0.025 0.590
H 0.317 -0.759 -0.144
H -0.009 -0.071 -0.906
H -0.168 -0.194 0.712
H 0.126 0.262 -0.210
H -0.076 -0.187 0.419
H 0.170 -0.023 -0.310
C 0.213 0.332 -0.492
C 0.380 -1.545 -0.680
C 0.759 0.194 1.244
C -1.533 0.843 1.975
N 1.081 -0.820 -1.278
H -0.826 0.362 0.339
H 0.046 0.390 -0.456
H -0.324 -0.758 0.269
H 0.565 0.732 -0.125
H -0.230 0.244 -0.379
H 0.256 0.469 -0.602
H -0.272 -0.413 0.123
C -1.253 -0.365 0.946
C -0.153 0.380 -0.700
C 2.067 1.034 0.013
C -0.929 1.098 -1.772
N 0.452 -0.512 0.837
H 0.180 -0.165 -0.137
H -0.260 0.113 0.038
H 0.308 -0.077 -0.088
H 0.110 -0.292 -0.541
H 0.174 -0.406 0.877
H -0.335 -0.153 0.365
H -0.339 -0.636 0.161
C 0.444 -0.420 -1.237
C -1.433 0.692 1.409
C 0.403 -0.080 -0.121
C 1.840 0.701 -1.712
N -0.909 -0.340 1.324
H 0.519 -0.126 0.095
H -0.434 -0.309 -0.490
H 0.143 -0.095 0.861
H 0.106 0.077 0.091
H -0.322 0.015 -0.064
H -0.448 -0.154 -0.011
H 0.195 0.117 -0.155
C -0.246 -0.301 0.698
C -0.744 0.400 -1.543
C 0.426 -0.291 0.220
C -0.635 -1.629 -0.337
N 0.265 1.038 0.334
H -0.014 -0.042 -0.317
H -0.174 0.213 0.422
H 0.756 0.270 0.001
H -0.027 0.107 0.065
H -0.139 -0.438 0.970
H 0.641 0.169 0.185
H -0.107 0.471 -0.624

For the orbital gap, the calculation gives 8.33 eV. The value obtained for the energy above the lowest of the compared OMol25 structures with the same formula, charge and spin is 0.0 kJ/mol. For the calculated total energy, the calculation gives -1899.77155 hartree. The HOMO energy is -8.3 eV.

=====

Record 2
ORCA calculation (ωB97M-V/def2-TZVPD) on a molecular structure, C36H59NO2PTi.

Element x y z (Å)
Ti: -1.116356 0.166458 1.244913
C: -2.423400 -0.109763 3.292208
C: -1.434850 -1.130090 3.210877
C: -0.153221 -0.513426 3.202073
C: -0.351216 0.890206 3.304314
C: -1.755033 1.137059 3.367923
C: -2.364782 2.473835 3.614385
C: 0.710668 1.903305 3.584910
C: 1.155031 -1.197503 3.434272
C: -1.717071 -2.571772 3.484938
C: -3.880830 -0.375885 3.494764
H: -2.212506 2.737856 4.664448
H: -3.437234 2.485327 3.431914
H: -1.893799 3.256985 3.019878
H: 0.831699 1.965172 4.670873
H: 0.447257 2.898935 3.233672
H: 1.675792 1.620095 3.168267
H: 1.983271 -0.684595 2.954269
H: 1.150816 -2.235098 3.107821
H: 1.348526 -1.193879 4.510002
H: -1.850183 -2.668419 4.566885
H: -0.896420 -3.232071 3.208665
H: -2.636941 -2.922964 3.021804
H: -4.021294 -0.794964 4.494098
H: -4.271236 -1.109889 2.787074
H: -4.487083 0.526060 3.439651
O: -2.302580 1.808882 0.732863
C: -3.776406 1.697593 0.657227
C: -4.202164 1.397755 -0.756536
C: -3.319388 0.338756 -1.410581
C: -3.246452 -1.023484 -0.765302
C: -4.011497 -2.050506 -1.295604
C: -3.788341 -3.365679 -0.925876
C: -2.745290 -3.639651 -0.053440
C: -2.061793 -2.579362 0.491490
N: -2.333017 -1.287297 0.208028
H: -1.979398 2.595684 0.283830
H: -4.198239 2.618056 1.049852
H: -4.016796 0.883778 1.332507
H: -4.170624 2.302643 -1.365574
H: -5.247637 1.080402 -0.731364
H: -2.301419 0.716994 -1.512120
H: -3.671549 0.183620 -2.429318
H: -4.758273 -1.809674 -2.042214
H: -4.386011 -4.164956 -1.347566
H: -2.472053 -4.651546 0.212611
H: -1.244082 -2.758129 1.171765
O: 0.182935 0.079268 -0.041189
P: 1.346166 0.114605 -1.180918
C: 0.422340 0.031150 -2.737003
C: 1.251184 0.329452 -4.020138
C: 1.741256 -0.900491 -4.783738
C: 0.616873 -1.894399 -5.031826
C: 0.067970 -2.377322 -3.697623
C: -0.488334 -1.217705 -2.870588
C: 2.441762 -1.316755 -1.039547
C: 2.681568 -1.940480 0.340415
C: 3.846839 -1.343591 1.123748
C: 5.119482 -1.327309 0.286843
C: 4.897545 -0.510350 -0.978459
C: 3.762320 -1.080549 -1.823189
C: 2.167912 1.722613 -1.092230
C: 2.532522 2.163204 0.359238
C: 1.909756 3.513702 0.720382
C: 0.420353 3.494910 0.400664
C: 0.174056 3.345468 -1.113299
C: 1.416990 2.836083 -1.845928
H: -0.241614 0.892286 -2.591891
H: 2.087859 0.999295 -3.801394
H: 0.590885 0.896432 -4.681717
H: 2.543638 -1.408911 -4.243227
H: 2.176846 -0.559663 -5.723248
H: 0.978472 -2.737259 -5.620646
H: -0.181193 -1.422818 -5.616467
H: 0.859821 -2.908833 -3.158338
H: -0.732808 -3.104893 -3.843694
H: -0.790850 -1.571495 -1.883753
H: -1.402080 -0.872913 -3.364978
H: 1.850921 -2.040173 -1.609104
H: 2.896774 -2.997423 0.159353
H: 1.757431 -1.919510 0.911963
H: 3.995731 -1.922982 2.037027
H: 3.620234 -0.316961 1.436598
H: 5.398747 -2.352874 0.022031
H: 5.948807 -0.918891 0.864085
H: 5.800481 -0.483610 -1.589151
H: 4.691891 0.530779 -0.699657
H: 4.065270 -2.057434 -2.210531
H: 3.596004 -0.457827 -2.704446
H: 3.093539 1.528003 -1.646155
H: 3.615586 2.203339 0.466145
H: 2.184559 1.422674 1.085214
H: 2.395087 4.324486 0.175265
H: 2.086271 3.722479 1.775079
H: -0.081362 4.381035 0.794353
H: -0.002191 2.640208 0.945936
H: -0.104498 4.307731 -1.542821
H: -0.673130 2.673898 -1.317383
H: 2.127031 3.655919 -1.954248
H: 1.169743 2.539551 -2.865438

Forces on the atoms, in the same order (eV/Å):
Ti -0.550 0.286 -0.305
C 0.037 0.052 -0.009
C -0.056 -0.138 0.113
C 0.191 -0.062 0.280
C 0.023 0.042 -0.032
C -0.027 -0.031 -0.092
C -0.012 0.011 -0.003
C 0.041 -0.013 -0.035
C -0.011 -0.069 -0.057
C 0.031 -0.006 0.031
C -0.002 -0.001 -0.061
H -0.013 0.002 -0.006
H 0.017 -0.003 0.001
H 0.002 -0.001 0.006
H 0.017 0.007 -0.016
H -0.021 -0.013 0.009
H -0.020 0.015 0.033
H 0.052 0.032 -0.030
H 0.006 -0.010 -0.015
H 0.015 -0.021 0.007
H 0.014 -0.011 0.004
H -0.014 0.008 0.004
H -0.013 0.011 0.009
H -0.018 -0.011 0.004
H 0.003 0.004 -0.006
H 0.017 -0.011 0.016
O -0.152 -0.521 0.168
C 0.116 0.043 -0.023
C -0.047 0.021 0.017
C -0.027 -0.043 -0.005
C 0.060 -0.022 -0.015
C -0.062 -0.013 -0.017
C -0.046 -0.050 -0.034
C -0.010 -0.029 -0.001
C -0.004 0.037 -0.020
N -0.029 0.044 -0.037
H 0.161 0.251 -0.218
H -0.017 0.062 0.008
H -0.019 -0.078 0.052
H 0.008 0.017 -0.012
H 0.019 0.001 0.001
H 0.078 0.044 0.009
H -0.035 0.004 -0.006
H 0.031 -0.019 0.016
H 0.026 0.029 0.013
H -0.008 0.015 -0.006
H 0.008 -0.015 0.025
O 0.597 0.062 0.111
P -0.380 0.061 0.008
C -0.026 -0.044 -0.094
C 0.040 -0.034 -0.003
C 0.014 0.008 0.001
C -0.036 0.013 -0.028
C 0.030 -0.032 0.021
C 0.014 0.071 -0.047
C 0.061 -0.074 -0.040
C 0.119 -0.021 -0.017
C -0.031 0.029 0.038
C 0.034 -0.042 -0.008
C 0.007 0.059 0.018
C -0.030 -0.004 -0.028
C 0.122 0.093 0.025
C 0.009 0.004 -0.097
C 0.049 0.006 -0.036
C 0.041 0.074 0.002
C 0.015 0.019 -0.025
C -0.061 0.046 -0.028
H -0.012 -0.005 0.012
H -0.023 -0.107 -0.046
H -0.009 -0.012 -0.019
H 0.001 0.002 0.015
H -0.008 -0.005 -0.004
H 0.001 0.014 0.023
H 0.026 -0.014 0.021
H -0.015 0.023 -0.010
H 0.005 0.015 -0.005
H -0.033 -0.036 0.095
H 0.015 -0.016 -0.008
H -0.037 -0.033 -0.037
H 0.024 0.011 -0.001
H -0.175 -0.007 0.157
H -0.006 0.003 -0.013
H -0.024 0.021 -0.010
H -0.012 0.041 0.008
H -0.019 0.010 -0.009
H -0.007 -0.015 0.009
H 0.021 -0.058 0.003
H -0.003 0.015 0.030
H -0.007 -0.002 -0.007
H -0.035 0.029 0.030
H 0.007 0.013 -0.008
H -0.019 -0.044 -0.004
H 0.010 -0.004 -0.006
H -0.013 -0.008 0.000
H 0.023 0.032 -0.017
H -0.027 -0.145 0.109
H -0.007 0.002 -0.001
H 0.018 0.008 0.003
H -0.002 0.034 0.010
H -0.006 0.096 0.143

For the orbital gap, the calculation gives 7.76 eV. Its charge is +3. The value obtained for the energy above the lowest of the compared OMol25 structures with the same formula, charge and spin is 8.2 kJ/mol. For the calculated total energy, the calculation gives -2802.46625 hartree. The HOMO energy is -17.9 eV.